a:
{
  "formula": "C3H6NO",
  "method": "wB97M-V/def2-TZVPD",
  "species": ["C", "C", "C", "N", "O", "H", "H", "H", "H", "H", "H"],
  "coordinates": [[1.840, -1.272, 0.163], [1.363, -0.146, -0.337], [-0.893, -0.183, 0.121], [-2.014, 0.859, 0.138], [0.233, 0.463, -0.121], [2.920, -1.619, 0.016], [1.346, -1.806, 0.871], [1.953, 0.446, -1.133], [-1.666, 1.464, -0.649], [-2.207, 1.446, 1.073], [-2.874, 0.348, -0.142]],
  "multiplicity": 1,
  "lumo_ha": -0.2026,
  "total_charge": 1,
  "orbital_gap_ev": 8.94
}

b:
{
  "formula": "C3H6NO",
  "method": "wB97M-V/def2-TZVPD",
  "species": ["C", "C", "C", "N", "O", "H", "H", "H", "H", "H", "H"],
  "coordinates": [[-0.509, 0.852, -1.439], [0.297, 0.392, -0.020], [-0.210, -0.412, 1.139], [-0.502, -1.641, 0.981], [-0.086, 1.693, -2.222], [0.904, -0.262, -0.542], [0.891, 1.143, 0.333], [-0.223, 0.074, 2.134], [0.593, 2.318, -2.098], [-0.662, -1.869, -0.001], [-0.493, -2.289, 1.736]],
  "multiplicity": 1,
  "lumo_ha": -0.1916,
  "total_charge": 1,
  "orbital_gap_ev": 7.53
}

The winner here is b, beating the second structure by 0.0059 hartree.

a:
{
  "formula": "C5H16N3",
  "method": "wB97M-V/def2-TZVPD",
  "species": ["C", "C", "N", "N", "H", "H", "H", "H", "H", "H", "H", "C", "C", "C", "N", "H", "H", "H", "H", "H", "H", "H", "H", "H"],
  "coordinates": [[-1.349, 1.650, 0.951], [-1.439, 2.137, -0.288], [-2.528, 2.878, -0.757], [-0.158, 0.953, 1.401], [-2.149, 1.760, 1.668], [-0.603, 2.060, -0.974], [-2.856, 2.519, -1.644], [-3.304, 2.838, -0.107], [-0.048, -0.171, 0.888], [-0.153, 0.854, 2.409], [0.688, 1.455, 1.186], [1.491, -3.113, -0.872], [1.479, -1.841, -0.017], [2.159, -0.673, -0.713], [0.072, -1.448, 0.346], [2.531, -3.415, -0.971], [0.906, -3.877, -0.365], [1.077, -2.873, -1.850], [1.999, -2.016, 0.928], [2.227, 0.221, -0.096], [3.173, -0.943, -1.013], [1.674, -0.441, -1.667], [-0.308, -2.170, 0.944], [-0.466, -1.492, -0.520]],
  "multiplicity": 1,
  "lumo_ha": -0.1006,
  "total_charge": 1,
  "orbital_gap_ev": 9.64
}

b:
{
  "formula": "C5H16N3",
  "method": "wB97M-V/def2-TZVPD",
  "species": ["C", "C", "C", "N", "N", "N", "H", "H", "H", "H", "H", "H", "H", "H", "H", "H", "C", "C", "H", "H", "H", "H", "H", "H"],
  "coordinates": [[0.083, 0.425, 2.621], [-0.600, 1.724, 3.100], [-0.228, -1.079, 0.755], [-0.772, -0.205, 1.606], [0.641, -1.974, 1.221], [-0.696, -1.188, -0.476], [1.021, 0.756, 2.242], [0.244, -0.193, 3.502], [-0.273, 1.968, 4.111], [-1.683, 1.656, 3.165], [-1.564, 0.335, 1.292], [0.932, -1.904, 2.183], [1.340, -2.352, 0.605], [-1.057, -0.436, -1.042], [-0.773, -2.059, -0.981], [-0.298, 2.539, 2.455], [0.957, -0.278, -3.126], [-0.061, 0.820, -3.511], [1.610, -0.053, -2.284], [0.481, -1.250, -2.997], [1.620, -0.435, -3.971], [0.409, 1.600, -4.091], [-0.968, 0.297, -3.799], [-0.364, 1.287, -2.579]],
  "multiplicity": 1,
  "lumo_ha": -0.1126,
  "total_charge": 1,
  "orbital_gap_ev": 11.72
}

c:
{
  "formula": "C5H16N3",
  "method": "wB97M-V/def2-TZVPD",
  "species": ["C", "C", "N", "C", "H", "H", "H", "H", "H", "H", "H", "C", "N", "C", "N", "H", "H", "H", "H", "H", "H", "H", "H", "H"],
  "coordinates": [[-2.186, 1.305, -0.458], [-1.144, 1.680, 0.280], [-0.858, 1.233, 1.556], [-0.143, 2.155, 2.441], [-2.981, 0.640, -0.133], [-2.298, 1.659, -1.474], [-0.396, 2.350, -0.122], [-1.661, 0.826, 2.018], [-0.127, 1.739, 3.446], [0.883, 2.286, 2.105], [-0.618, 3.134, 2.501], [1.715, -1.427, -0.724], [2.705, -1.559, -1.783], [0.355, -1.682, -1.351], [-0.720, -1.461, -0.308], [1.718, -0.458, -0.220], [1.924, -2.199, 0.019], [2.693, -0.743, -2.386], [3.637, -1.614, -1.390], [0.264, -2.711, -1.690], [0.157, -0.976, -2.153], [-1.658, -1.547, -0.695], [-0.600, -2.127, 0.455], [-0.659, -0.503, 0.067]],
  "multiplicity": 1,
  "lumo_ha": -0.1151,
  "total_charge": 1,
  "orbital_gap_ev": 9.15
}

d:
{
  "formula": "C5H16N3",
  "method": "wB97M-V/def2-TZVPD",
  "species": ["C", "C", "N", "N", "N", "H", "H", "H", "H", "H", "H", "H", "H", "C", "C", "C", "H", "H", "H", "H", "H", "H", "H", "H"],
  "coordinates": [[1.214, 1.342, 0.491], [0.834, 1.065, -1.862], [1.652, 1.485, -0.889], [-0.505, 1.067, -1.747], [1.336, 0.933, -3.102], [2.647, 1.538, -1.017], [-0.894, 0.995, -0.820], [-0.971, 0.458, -2.400], [2.263, 0.585, -3.268], [0.701, 0.956, -3.881], [0.161, 1.526, 0.722], [1.651, 2.175, 1.067], [1.466, 0.402, 0.963], [-1.563, -1.499, 1.064], [-1.741, -0.492, 2.204], [-0.060, -1.901, 0.907], [-1.916, -1.255, 0.068], [-2.073, -2.404, 1.350], [-2.821, -0.311, 2.296], [-1.397, -1.035, 3.089], [0.580, -1.427, 1.670], [0.390, -1.695, -0.065], [-1.166, 0.422, 2.086], [0.213, -2.930, 1.073]],
  "multiplicity": 1,
  "lumo_ha": -0.1134,
  "total_charge": 1,
  "orbital_gap_ev": 11.47
}

The winner here is b, beating the second structure by 0.0044 hartree.

a:
{
  "formula": "C18H53NO15",
  "method": "wB97M-V/def2-TZVPD",
  "species": ["C", "C", "C", "O", "C", "N", "H", "H", "H", "H", "H", "H", "H", "H", "H", "H", "H", "C", "C", "O", "O", "H", "H", "H", "H", "H", "H", "C", "C", "O", "O", "H", "H", "H", "H", "H", "H", "C", "C", "O", "O", "H", "H", "H", "H", "H", "H", "C", "C", "O", "O", "H", "H", "H", "H", "H", "H", "C", "C", "O", "O", "H", "H", "H", "H", "H", "H", "C", "C", "O", "O", "H", "H", "H", "H", "H", "H", "C", "C", "O", "O", "H", "H", "H", "H", "H", "H"],
  "coordinates": [[-5.224, 7.620, -17.472], [-6.007, 7.115, -16.276], [-5.862, 7.844, -14.915], [-4.619, 7.646, -14.238], [-4.440, 6.427, -13.584], [-7.395, 7.323, -16.624], [-5.474, 7.052, -18.368], [-4.171, 7.516, -17.209], [-5.608, 8.637, -17.552], [-5.955, 6.053, -16.037], [-6.642, 7.506, -14.232], [-5.880, 8.905, -15.166], [-3.399, 6.251, -13.314], [-4.886, 5.584, -14.111], [-5.007, 6.673, -12.686], [-7.464, 7.880, -17.464], [-7.720, 8.025, -15.975], [-0.378, 5.161, -19.577], [1.081, 5.309, -20.042], [2.003, 5.044, -18.958], [-0.580, 4.083, -18.713], [-1.099, 5.264, -20.388], [-0.634, 5.987, -18.913], [1.226, 6.273, -20.530], [1.137, 4.520, -20.792], [1.564, 4.249, -18.648], [-1.502, 3.820, -18.763], [-6.753, 3.190, -17.706], [-5.921, 4.297, -17.019], [-6.075, 5.542, -17.858], [-6.360, 1.857, -17.370], [-6.698, 3.320, -18.787], [-7.776, 3.317, -17.353], [-4.850, 4.119, -16.921], [-6.236, 4.520, -15.999], [-6.693, 6.164, -17.467], [-5.942, 1.543, -18.175], [-3.346, 4.493, -18.813], [-2.913, 5.369, -17.554], [-2.468, 4.473, -16.600], [-2.240, 3.763, -19.393], [-3.724, 5.168, -19.581], [-4.072, 3.720, -18.560], [-3.717, 5.995, -17.167], [-2.093, 6.043, -17.803], [-2.276, 3.647, -17.051], [-2.461, 3.171, -20.115], [1.262, 4.143, -15.716], [-0.138, 4.036, -16.253], [-0.562, 5.369, -16.665], [1.285, 5.092, -14.723], [1.934, 4.477, -16.507], [1.876, 3.323, -15.344], [-0.732, 3.650, -15.424], [-0.058, 3.475, -17.184], [-1.463, 5.264, -16.979], [0.569, 5.671, -14.994], [-0.824, 0.977, -20.035], [0.711, 1.364, -20.269], [0.842, 2.740, -19.911], [-1.145, 0.947, -18.682], [-1.122, -0.011, -20.387], [-1.452, 1.738, -20.497], [0.922, 1.131, -21.313], [1.437, 0.738, -19.751], [0.581, 2.735, -18.987], [-2.074, 0.738, -18.566], [-5.309, 1.060, -20.026], [-5.098, 2.440, -20.860], [-3.774, 2.893, -20.723], [-5.181, 1.349, -18.725], [-4.481, 0.380, -20.228], [-6.267, 0.551, -20.128], [-5.756, 3.246, -20.535], [-5.391, 2.273, -21.896], [-3.831, 3.602, -21.368], [-4.280, 1.045, -18.596], [-1.081, 2.450, -22.101], [-2.074, 1.905, -23.113], [-1.518, 0.825, -23.828], [-0.210, 3.285, -22.696], [-0.443, 1.666, -21.694], [-1.484, 3.047, -21.283], [-2.344, 2.743, -23.755], [-2.914, 1.589, -22.494], [-0.621, 0.981, -24.132], [0.483, 3.585, -22.103]],
  "multiplicity": 1,
  "lumo_ha": -0.0215,
  "orbital_gap_ev": 7.91
}

b:
{
  "formula": "C18H53NO15",
  "method": "wB97M-V/def2-TZVPD",
  "species": ["C", "O", "C", "C", "N", "C", "C", "O", "C", "H", "H", "H", "H", "H", "H", "H", "H", "H", "H", "H", "H", "H", "H", "H", "C", "C", "O", "O", "H", "H", "H", "H", "H", "H", "C", "C", "O", "O", "H", "H", "H", "H", "H", "H", "C", "C", "O", "O", "H", "H", "H", "H", "H", "H", "C", "C", "O", "O", "H", "H", "H", "H", "H", "H", "C", "C", "O", "O", "H", "H", "H", "H", "H", "H", "C", "C", "O", "O", "H", "H", "H", "H", "H", "H", "O", "H", "H"],
  "coordinates": [[0.838, -19.633, -12.311], [0.929, -19.183, -13.609], [-0.319, -19.075, -14.382], [-0.043, -18.178, -15.637], [0.514, -16.880, -15.165], [1.134, -16.243, -16.418], [1.874, -15.018, -15.912], [3.084, -15.371, -15.185], [3.753, -14.232, -14.538], [0.185, -20.505, -12.303], [0.581, -18.878, -11.568], [1.851, -19.806, -11.946], [-0.997, -18.453, -13.797], [-0.800, -20.046, -14.498], [-1.000, -17.939, -16.101], [0.553, -18.790, -16.314], [1.361, -17.278, -14.786], [0.269, -15.855, -16.957], [1.573, -16.826, -17.228], [1.372, -14.287, -15.278], [2.112, -14.485, -16.833], [4.535, -14.656, -13.907], [3.027, -13.673, -13.948], [4.174, -13.600, -15.320], [14.192, -17.302, -9.831], [13.564, -16.185, -10.635], [14.371, -15.042, -10.494], [15.472, -17.552, -10.373], [13.582, -18.204, -9.865], [14.324, -16.994, -8.794], [12.510, -16.184, -10.356], [13.434, -16.454, -11.683], [15.263, -15.300, -10.735], [15.515, -18.117, -11.148], [7.747, -16.534, -20.217], [6.787, -15.328, -19.795], [6.847, -14.232, -20.753], [9.118, -16.087, -20.235], [7.563, -16.916, -21.221], [7.757, -17.291, -19.432], [7.144, -14.973, -18.829], [5.748, -15.657, -19.789], [7.679, -14.170, -21.228], [9.190, -15.535, -21.017], [4.649, -24.746, -14.596], [5.829, -25.779, -14.519], [7.072, -25.076, -14.660], [3.455, -25.385, -14.658], [4.761, -24.001, -15.383], [4.704, -24.093, -13.725], [5.716, -26.574, -15.256], [5.772, -26.279, -13.552], [7.783, -25.721, -14.634], [3.146, -25.386, -13.749], [14.190, -19.756, -19.123], [14.222, -18.415, -18.309], [15.552, -18.364, -17.945], [14.389, -21.009, -18.492], [14.973, -19.763, -19.882], [13.254, -19.913, -19.659], [13.606, -18.523, -17.416], [13.850, -17.560, -18.874], [16.033, -17.847, -18.596], [15.224, -21.016, -18.017], [9.859, -24.358, -19.722], [9.382, -22.946, -19.277], [8.148, -22.915, -18.539], [8.967, -24.812, -20.633], [9.875, -25.001, -18.842], [10.872, -24.323, -20.124], [9.213, -22.276, -20.120], [10.209, -22.547, -18.690], [8.349, -23.539, -17.838], [8.788, -24.156, -21.310], [8.376, -19.224, -14.307], [7.112, -18.355, -14.277], [6.333, -18.716, -13.232], [9.401, -18.933, -13.364], [8.712, -19.110, -15.338], [8.150, -20.279, -14.154], [6.492, -18.523, -15.158], [7.315, -17.284, -14.260], [5.457, -18.975, -13.526], [8.875, -18.779, -12.575], [7.824, -18.570, -9.482], [7.103, -18.833, -10.053], [7.495, -18.718, -8.596]],
  "multiplicity": 1,
  "lumo_ha": 0.0088,
  "smiles": "COCCNCCOC.OCCO.OCCO.OCCO.OCCO.OCCO.OCCO.O",
  "orbital_gap_ev": 10.00
}

The winner here is b, beating the second structure by 0.6154 hartree.

a:
{
  "formula": "C4H5O",
  "method": "wB97M-V/def2-TZVPD",
  "species": ["C", "C", "C", "C", "O", "H", "H", "H", "H", "H"],
  "coordinates": [[0.898, -0.302, -0.438], [0.052, -0.247, 0.838], [0.609, 0.105, -1.612], [-1.098, 0.574, 0.568], [-1.349, 1.206, -0.410], [1.756, -0.792, -0.155], [-0.250, -1.185, 0.921], [0.454, 0.085, -2.695], [-1.854, 0.600, 1.394], [0.782, -0.044, 1.589]],
  "multiplicity": 1,
  "lumo_ha": -0.2651,
  "total_charge": 1,
  "orbital_gap_ev": 8.86
}

b:
{
  "formula": "C4H5O",
  "method": "wB97M-V/def2-TZVPD",
  "species": ["C", "C", "C", "C", "O", "H", "H", "H", "H", "H"],
  "coordinates": [[0.197, -0.693, -0.667], [-0.777, -0.466, 0.266], [1.318, 0.253, -0.686], [-0.942, 0.516, 1.075], [1.370, 1.234, -0.016], [0.170, -1.538, -1.335], [-1.667, -1.087, 0.129], [2.244, -0.152, -1.423], [-1.847, 1.073, 1.101], [-0.065, 0.859, 1.557]],
  "multiplicity": 1,
  "lumo_ha": -0.3020,
  "total_charge": 1,
  "orbital_gap_ev": 7.68
}

The winner here is b, beating the second structure by 0.0126 hartree.